{
  "formula": "C43H34N10O5Sc",
  "method": "ωB97M-V with the def2-TZVPD basis set",
  "species": ["Sc", "O", "O", "O", "O", "O", "N", "N", "N", "N", "N", "N", "N", "N", "N", "N", "C", "C", "C", "C", "C", "C", "C", "C", "C", "C", "C", "C", "C", "C", "C", "C", "C", "C", "C", "C", "C", "C", "C", "C", "C", "C", "C", "C", "C", "C", "C", "C", "C", "C", "C", "C", "C", "C", "C", "C", "C", "C", "C", "H", "H", "H", "H", "H", "H", "H", "H", "H", "H", "H", "H", "H", "H", "H", "H", "H", "H", "H", "H", "H", "H", "H", "H", "H", "H", "H", "H", "H", "H", "H", "H", "H", "H"],
  "coordinates": [[0.67, 1.73, 0.99], [-1.08, 2.64, 2.20], [1.04, 2.69, -3.28], [-3.26, 3.39, 2.18], [-5.42, -9.10, -3.41], [1.39, 2.44, -1.09], [4.50, -0.21, 1.88], [-1.49, -4.28, -1.95], [-2.78, -4.29, -0.12], [2.15, 4.77, 3.86], [2.91, 1.05, 1.03], [-0.91, 0.02, 1.53], [0.79, -0.16, -0.50], [-0.97, 2.80, -0.38], [1.70, 3.50, 2.03], [1.39, 1.09, 3.29], [-0.20, -1.09, -0.49], [1.86, 3.55, 3.33], [2.30, 6.99, 2.56], [-2.50, -1.00, 2.96], [-2.77, -6.72, -2.93], [2.01, 2.26, 4.06], [-1.75, 3.39, -2.61], [-5.19, -7.46, -1.75], [-0.78, 2.95, -1.73], [3.20, 0.14, 1.94], [1.85, 4.85, 1.60], [1.73, 5.40, 0.30], [-3.50, -7.74, -3.48], [-1.99, -2.02, 0.88], [-2.80, -1.97, 2.02], [2.15, 5.63, 2.68], [-5.51, -9.30, -4.86], [-4.46, -6.44, -1.21], [5.14, 0.53, 0.92], [2.22, -0.18, 3.06], [0.57, -2.14, -2.45], [5.93, 2.23, -1.01], [-0.34, -2.13, -1.40], [-3.01, 3.72, -2.03], [-2.12, 3.01, 1.68], [-1.52, -0.10, 2.72], [-3.20, 3.67, -0.62], [0.65, 2.72, -2.02], [-1.29, -3.16, -1.20], [6.87, 1.46, -0.36], [-2.48, -4.92, -1.33], [-4.72, -8.08, -2.91], [1.85, 6.76, 0.22], [2.17, 7.58, 1.30], [-2.08, -3.11, -0.05], [1.72, -0.30, -1.47], [-2.13, 3.18, 0.15], [-3.29, -6.03, -1.85], [4.57, 2.17, -0.66], [1.65, -1.24, -2.44], [4.10, 1.30, 0.38], [6.51, 0.55, 0.57], [-1.08, -1.02, 0.66], [2.49, 7.64, 3.37], [2.38, 8.63, 1.25], [0.58, 0.77, 3.86], [-3.26, 3.47, 3.13], [-5.67, -8.35, -5.26], [-3.92, 4.07, -2.57], [1.46, -1.00, 2.87], [-1.62, 3.62, -3.68], [-3.57, -4.53, 0.42], [2.20, 5.02, 4.80], [-1.34, 0.74, 3.36], [1.81, 7.31, -0.71], [2.49, -1.29, -3.11], [4.98, -0.55, 2.70], [3.08, 2.03, 4.11], [1.61, 2.33, 5.05], [0.60, -2.97, -3.18], [-3.52, -2.81, 2.15], [-3.09, -0.91, 3.89], [1.55, 4.84, -0.62], [3.92, 2.90, -1.12], [-4.54, -9.70, -5.13], [2.52, 0.33, -1.25], [-6.15, -7.81, -1.35], [-4.07, 4.02, -0.16], [7.95, 1.56, -0.61], [-3.16, -8.39, -4.21], [-1.91, -6.35, -3.42], [-6.36, -9.98, -4.97], [0.39, 3.01, -3.89], [-4.88, -6.00, -0.33], [7.15, -0.14, 1.01], [6.25, 2.95, -1.75], [2.69, -0.47, 3.97]],
  "energy_ev": -90965.9362,
  "molar_mass_g_mol": 815.8,
  "homo_ev": -13.2,
  "relative_energy_kj_mol": 276.0,
  "charge": 3,
  "multiplicity": 1,
  "homo_lumo_gap_ev": 4.30,
  "fmax_ev_per_a": 5.1
}

{
  "formula": "C43H34N5OS2SbTl",
  "method": "ωB97M-V with the def2-TZVPD basis set",
  "species": ["Tl", "Sb", "S", "S", "O", "N", "N", "N", "N", "N", "C", "C", "C", "C", "C", "C", "C", "C", "C", "C", "C", "C", "C", "C", "C", "C", "C", "C", "C", "C", "C", "C", "C", "C", "C", "C", "C", "C", "C", "C", "C", "C", "C", "C", "C", "C", "C", "C", "C", "C", "C", "C", "C", "H", "H", "H", "H", "H", "H", "H", "H", "H", "H", "H", "H", "H", "H", "H", "H", "H", "H", "H", "H", "H", "H", "H", "H", "H", "H", "H", "H", "H", "H", "H", "H", "H", "H"],
  "coordinates": [[-0.30, 0.39, 0.58], [3.14, 0.06, -0.86], [-2.30, -5.30, -0.04], [-4.28, 6.34, -2.11], [-1.97, 0.26, 2.38], [-0.18, 1.10, 3.54], [-2.18, 0.45, 4.61], [-2.27, -0.92, -0.62], [-2.17, 1.85, -0.67], [1.56, 1.94, 4.76], [-1.43, 0.59, 3.46], [-3.53, 7.76, -1.59], [-3.39, -4.45, -1.07], [4.75, 0.52, 1.62], [-4.14, 3.27, -2.06], [-3.08, 5.37, -1.32], [-3.56, -0.07, 4.49], [6.42, 1.97, -3.03], [-2.38, 7.54, -0.82], [-3.17, 1.19, -1.35], [1.45, -3.87, -1.82], [-2.13, 6.19, -0.67], [7.24, -0.13, -2.16], [-3.13, 3.95, -1.36], [7.45, 1.05, -2.87], [4.99, 0.55, -1.75], [3.69, -0.26, 1.15], [3.12, -1.26, 1.95], [-4.25, -5.34, -1.68], [6.01, -0.39, -1.59], [2.82, -3.17, -3.68], [-3.00, -6.80, -0.42], [-4.30, -2.30, -1.93], [4.72, -0.74, 3.67], [-5.25, -0.16, -2.73], [-4.18, 1.89, -2.07], [-2.35, -2.22, -0.57], [-4.25, -0.91, -2.00], [-5.21, 1.17, -2.77], [2.00, -4.11, -3.08], [0.32, 1.44, 4.73], [-1.66, 0.79, 5.82], [2.58, -1.75, -1.77], [-2.16, 3.15, -0.68], [3.65, -1.50, 3.21], [3.11, -1.98, -3.04], [5.17, 1.73, -2.47], [-3.21, -0.23, -1.32], [1.73, -2.67, -1.16], [-0.42, 1.29, 5.93], [5.26, 0.27, 2.89], [-4.02, -6.68, -1.31], [-3.36, -3.00, -1.20], [6.59, 2.89, -3.59], [5.21, 1.29, 1.00], [0.83, -4.61, -1.35], [8.42, 1.25, -3.31], [-0.01, 1.56, 6.90], [-1.78, 8.33, -0.41], [-5.03, -5.04, -2.38], [3.77, -1.25, -3.51], [-5.96, 1.74, -3.31], [1.96, 2.28, 5.62], [-4.91, 3.81, -2.61], [2.30, -1.87, 1.59], [3.24, -2.30, 3.82], [-3.55, -1.04, 3.99], [5.14, -0.95, 4.65], [-6.03, -0.71, -3.24], [-2.30, 0.64, 6.68], [2.08, 2.04, 3.90], [-1.36, 3.63, -0.11], [3.25, -3.37, -4.66], [-5.11, -2.82, -2.43], [-4.59, -7.52, -1.68], [-2.61, -7.71, 0.03], [5.85, -1.31, -1.03], [8.05, -0.84, -2.05], [-3.98, -0.17, 5.48], [6.10, 0.85, 3.26], [-4.16, 0.61, 3.90], [-3.95, 8.72, -1.86], [1.29, -2.49, -0.19], [-1.58, -2.73, 0.01], [-1.28, 5.82, -0.10], [1.78, -5.04, -3.58], [4.37, 2.45, -2.59]],
  "energy_ev": -87518.9843,
  "molar_mass_g_mol": 1027.1,
  "homo_ev": [-14.5, -14.4],
  "charge": 3,
  "multiplicity": 1,
  "homo_lumo_gap_ev": [4.86, 3.89],
  "fmax_ev_per_a": 0.5
}

{
  "formula": "C43H34N7O5Sc",
  "method": "ωB97M-V with the def2-TZVPD basis set",
  "species": ["Sc", "O", "O", "O", "O", "O", "N", "N", "N", "N", "N", "N", "N", "C", "C", "C", "C", "C", "C", "C", "C", "C", "C", "C", "C", "C", "C", "C", "C", "C", "C", "C", "C", "C", "C", "C", "C", "C", "C", "C", "C", "C", "C", "C", "C", "C", "C", "C", "C", "C", "C", "C", "C", "C", "C", "C", "H", "H", "H", "H", "H", "H", "H", "H", "H", "H", "H", "H", "H", "H", "H", "H", "H", "H", "H", "H", "H", "H", "H", "H", "H", "H", "H", "H", "H", "H", "H", "H", "H", "H"],
  "coordinates": [[-0.49, -1.30, 0.77], [-1.23, -3.63, 4.74], [0.23, -0.47, -0.89], [-0.65, -3.00, -0.30], [-0.38, -2.18, 2.49], [-2.02, -0.11, 2.33], [-2.47, -1.03, -0.09], [2.35, -0.99, -0.17], [1.68, -1.43, 0.96], [-2.58, -1.14, -1.37], [2.02, 6.75, 3.33], [-0.16, 1.54, 0.81], [1.76, 5.13, 1.61], [-2.69, -0.76, -4.11], [-0.55, 2.91, -1.12], [-0.87, -2.89, -1.56], [3.33, 6.65, 3.19], [-0.22, -3.78, -2.47], [2.39, -3.95, 5.01], [3.40, -0.28, -2.70], [2.81, -3.26, 3.90], [1.62, 0.64, -4.63], [0.79, 3.24, -1.18], [1.64, 2.76, -0.20], [3.93, 5.80, 2.28], [-1.19, -2.64, -4.39], [-1.90, -1.77, -3.54], [-2.10, -1.52, -6.33], [-5.28, 1.50, 1.70], [0.09, -3.51, 4.39], [-3.47, -0.23, 0.49], [1.16, 0.31, -3.37], [-2.80, -0.65, -5.48], [-2.09, -4.23, 3.77], [3.86, 0.05, -3.97], [1.12, 1.90, 0.76], [-0.98, 2.07, -0.11], [-0.36, -3.65, -3.81], [3.68, 4.08, 0.50], [-4.10, 1.17, 2.36], [-1.78, -1.92, -2.10], [-4.67, 0.11, -0.15], [1.90, -2.67, 3.02], [-3.21, 0.29, 1.77], [1.30, 5.98, 2.52], [3.08, 3.12, -0.21], [2.05, -0.15, -2.40], [-5.57, 0.97, 0.46], [2.97, 0.51, -4.93], [0.50, -2.77, 3.26], [2.41, -2.02, 1.84], [3.09, 5.01, 1.49], [-1.83, 0.20, 3.70], [1.02, -4.07, 5.25], [-1.30, -2.50, -5.78], [1.51, -0.55, -1.07], [-3.89, 1.60, 3.33], [-3.42, 0.13, -5.91], [3.93, 7.29, 3.84], [-0.96, -0.36, 4.02], [1.77, 1.48, 1.51], [3.33, 0.77, -5.92], [-2.03, 1.81, -0.03], [-2.12, -3.66, 2.85], [-1.77, -5.25, 3.54], [-4.87, -0.32, -1.12], [0.93, 0.98, -5.39], [-1.64, 1.27, 3.83], [0.17, -4.31, -4.48], [3.48, -2.07, 1.66], [3.69, 2.53, -0.89], [-3.21, -0.07, -3.46], [0.42, -4.54, -2.04], [0.11, 0.39, -3.12], [1.17, 3.88, -1.97], [-0.74, -3.17, -6.43], [4.75, 4.21, 0.39], [-2.21, -1.44, -7.40], [3.87, -3.17, 3.69], [3.10, -4.40, 5.69], [0.65, -4.61, 6.11], [-2.69, -0.10, 4.29], [-6.49, 1.23, -0.03], [4.91, -0.06, -4.21], [-5.96, 2.19, 2.18], [0.22, 6.05, 2.61], [5.00, 5.73, 2.19], [-3.08, -4.26, 4.23], [-1.25, 3.28, -1.86], [4.07, -0.65, -1.94]],
  "energy_ev": -86515.0702,
  "molar_mass_g_mol": 773.7,
  "homo_ev": -7.6,
  "relative_energy_kj_mol": 26.7,
  "multiplicity": 1,
  "homo_lumo_gap_ev": 6.78,
  "fmax_ev_per_a": 1.8
}

{
  "formula": "C43H35CdF2N2P2S4Sb",
  "method": "ωB97M-V with the def2-TZVPD basis set",
  "species": ["Sb", "Cd", "S", "S", "S", "S", "P", "P", "F", "F", "N", "N", "C", "C", "C", "C", "C", "C", "C", "C", "C", "C", "C", "C", "C", "C", "C", "C", "C", "C", "C", "C", "C", "C", "C", "C", "C", "C", "C", "C", "C", "C", "C", "C", "C", "C", "C", "C", "C", "C", "C", "C", "C", "C", "C", "H", "H", "H", "H", "H", "H", "H", "H", "H", "H", "H", "H", "H", "H", "H", "H", "H", "H", "H", "H", "H", "H", "H", "H", "H", "H", "H", "H", "H", "H", "H", "H", "H", "H", "H"],
  "coordinates": [[4.09, -3.43, -0.36], [0.69, -2.22, -1.25], [4.97, -2.45, 1.55], [0.70, -4.72, -0.58], [2.42, -5.11, 0.48], [3.03, -1.43, -1.53], [-0.56, -1.33, 1.18], [1.12, 1.22, -0.40], [-0.87, -1.50, -6.70], [2.10, -4.94, -5.73], [-1.21, -0.82, -2.59], [-0.74, 1.55, 1.72], [-0.78, -0.53, -3.85], [-0.24, 0.32, 2.29], [-2.86, 0.93, -2.89], [-2.46, 1.23, -4.21], [-0.48, 2.05, 0.41], [4.25, 1.34, 2.24], [2.71, 2.55, -3.83], [0.10, -3.95, 4.34], [-2.88, 3.92, 4.51], [0.43, -3.36, -6.09], [0.06, -1.57, -4.45], [-1.39, 2.47, 2.64], [-4.63, -1.28, 1.43], [-2.34, -1.80, 1.15], [2.35, 3.15, 1.21], [1.48, -3.95, 4.33], [4.21, 2.73, 2.63], [2.61, 1.95, -2.58], [-4.02, -3.46, 0.74], [-2.55, 3.20, 2.23], [3.27, 3.59, 2.10], [-3.27, -0.86, 1.43], [2.22, -3.21, 3.39], [1.56, -2.44, 2.47], [-2.31, -0.17, -2.18], [-2.72, -3.10, 0.74], [1.41, -3.90, -5.26], [0.88, -2.29, -3.62], [-1.78, 3.25, 4.89], [-0.54, -3.28, 3.25], [0.86, 4.07, -3.25], [-0.16, -2.16, -5.71], [-4.98, -2.54, 1.02], [3.41, 1.00, 1.20], [1.66, -3.34, -4.04], [1.83, 3.55, -4.18], [2.37, 1.82, 0.77], [1.54, 2.27, -1.78], [0.19, -2.46, 2.40], [0.67, 3.36, -2.09], [-1.00, 2.61, 3.97], [-3.22, 4.00, 3.14], [-1.30, 0.55, -4.64], [1.52, 3.80, 0.91], [2.00, 4.10, -5.12], [-0.10, 2.13, 4.29], [-2.83, 3.18, 1.19], [2.05, -1.64, 1.96], [-1.53, 3.21, 5.96], [0.21, 4.93, -3.48], [-6.03, -2.73, 0.90], [-3.09, 1.91, -4.79], [3.23, 4.63, 2.40], [-0.75, 0.12, 3.28], [-4.36, -4.43, 0.51], [2.47, -3.71, -3.44], [3.51, 0.07, 0.65], [3.34, 1.28, -2.14], [1.97, -4.44, 5.16], [-3.41, 4.45, 5.25], [4.89, 3.12, 3.41], [-0.37, 3.16, 0.46], [-2.85, -0.52, -1.31], [-4.08, 4.63, 2.79], [-1.33, 1.94, -0.27], [-2.99, 0.19, 1.60], [-0.05, 3.71, -1.40], [-3.70, 1.51, -2.49], [-5.34, -0.52, 1.72], [-0.87, 0.63, -5.62], [0.83, 0.31, 2.44], [4.87, 0.63, 2.74], [3.39, 2.12, -4.55], [0.18, -3.82, -7.03], [-1.59, -3.32, 3.05], [-2.00, -3.86, 0.49], [-0.44, -4.54, 5.07], [3.35, -3.33, 3.32]],
  "energy_ev": -126594.6581,
  "molar_mass_g_mol": 1042.2,
  "homo_ev": -0.7,
  "charge": -2,
  "multiplicity": 1,
  "homo_lumo_gap_ev": 4.38,
  "fmax_ev_per_a": 3.0
}

{
  "formula": "C43H35F3N7O4S6W",
  "method": "ωB97M-V with the def2-TZVPD basis set",
  "species": ["W", "S", "S", "S", "S", "S", "S", "F", "F", "F", "O", "O", "O", "O", "N", "N", "N", "N", "N", "N", "N", "C", "C", "C", "C", "C", "C", "C", "C", "C", "C", "C", "C", "C", "C", "C", "C", "C", "C", "C", "C", "C", "C", "C", "C", "C", "C", "C", "C", "C", "C", "C", "C", "C", "C", "C", "C", "C", "C", "C", "C", "C", "C", "C", "H", "H", "H", "H", "H", "H", "H", "H", "H", "H", "H", "H", "H", "H", "H", "H", "H", "H", "H", "H", "H", "H", "H", "H", "H", "H", "H", "H", "H", "H", "H", "H", "H", "H", "H"],
  "coordinates": [[-0.42, 0.71, -0.16], [-3.89, 1.13, -0.67], [1.43, -5.24, 5.36], [0.16, -4.08, 2.95], [-0.06, -1.90, 0.93], [-1.35, 0.79, 3.35], [-0.75, 3.60, -3.89], [-2.86, 2.62, 4.51], [-3.82, 1.80, 2.76], [-2.21, 3.22, 2.54], [-3.23, -0.85, 1.26], [-0.95, 0.76, 1.89], [-2.19, -0.37, 3.70], [-2.48, 1.41, -0.17], [-0.78, -0.62, -1.32], [1.88, -2.77, 4.20], [0.62, 2.48, 0.75], [1.66, 0.51, -0.91], [-0.40, 2.04, -1.81], [3.06, 1.06, -2.56], [1.55, -1.95, 3.13], [3.73, 0.13, -1.79], [-0.54, -1.57, -2.29], [-4.49, -3.37, -1.05], [2.88, -2.22, 5.06], [0.64, -2.50, 2.38], [0.98, -3.10, -3.37], [-4.94, 2.16, -2.93], [3.24, -1.16, 0.20], [0.73, -2.17, -2.39], [2.24, 3.67, 1.78], [-2.75, 1.47, -4.56], [1.37, 4.57, 1.13], [-3.89, 1.98, -5.11], [4.50, -1.72, 0.07], [-4.97, 2.41, -4.31], [-1.50, 2.57, -2.56], [1.26, -3.97, 4.29], [0.40, 3.82, 0.52], [4.06, -2.10, 7.15], [-4.11, -0.64, -0.87], [1.74, 2.41, 1.54], [2.85, -0.22, -0.75], [-4.97, -2.55, -2.06], [0.80, 2.81, -3.67], [3.65, -1.17, 4.58], [3.08, -2.68, 6.36], [4.99, -0.43, -1.92], [0.77, 2.07, -2.54], [-3.72, -1.47, 0.19], [-3.83, 1.59, -2.37], [4.84, -1.06, 6.67], [0.00, -3.48, -4.28], [5.36, -1.37, -0.98], [4.63, -0.60, 5.38], [2.23, 1.15, 2.19], [-2.54, 1.42, -3.10], [-3.87, -2.85, 0.07], [-2.64, 2.18, 3.26], [-0.82, 4.40, -0.12], [-4.76, -1.18, -1.98], [1.83, 1.24, -2.00], [-1.53, -1.96, -3.19], [-1.26, -2.90, -4.17], [1.41, 5.65, 1.16], [-2.90, -1.40, 2.00], [-1.68, 3.72, -0.03], [1.61, 2.95, -4.35], [-0.67, 4.65, -1.17], [3.37, 1.48, -3.42], [3.21, 0.84, 1.81], [2.34, 1.32, 3.26], [5.21, 0.22, 4.98], [2.60, -1.43, 1.02], [2.48, -3.49, 6.75], [-5.80, 2.38, -2.31], [-1.94, 1.15, -5.19], [-2.04, 0.50, -2.80], [-3.50, -3.49, 0.87], [6.33, -1.83, -1.04], [-4.61, -4.45, -1.13], [5.60, -0.61, 7.30], [-1.09, 5.32, 0.40], [1.54, 0.32, 2.07], [-2.05, -3.19, -4.86], [1.49, -1.93, -1.66], [-5.84, 2.85, -4.76], [4.20, -2.47, 8.16], [-2.11, 3.24, -1.96], [4.82, -2.45, 0.79], [-5.08, -0.54, -2.78], [3.48, -0.80, 3.58], [0.20, -4.21, -5.05], [-2.52, -1.54, -3.11], [5.65, -0.15, -2.73], [3.09, 3.90, 2.40], [1.96, -3.56, -3.42], [-3.97, 2.06, -6.19], [-5.46, -2.97, -2.92]],
  "energy_ev": -138770.7584,
  "molar_mass_g_mol": 1147.0,
  "homo_ev": [-4.2, -4.2],
  "s_squared": 2.05,
  "relative_energy_kj_mol": 111.4,
  "charge": -1,
  "multiplicity": 3,
  "homo_lumo_gap_ev": [6.21, 4.72],
  "fmax_ev_per_a": 1.3
}